{
  "formula": "C39H39N9O5SV",
  "method": "ωB97M-V/def2-TZVPD",
  "total_charge": 1,
  "e_above_lowest_kj_mol": 109.6,
  "lumo_energy_ev": [-3.0, -3.1],
  "gap_ev": [6.5, 6.7],
  "homo_energy_ev": [-9.52, -9.75],
  "multiplicity": 3,
  "elements": ["V", "C", "C", "N", "C", "S", "N", "N", "C", "C", "C", "C", "C", "C", "C", "N", "H", "H", "H", "H", "H", "H", "H", "H", "H", "H", "H", "H", "H", "O", "C", "O", "C", "C", "C", "C", "C", "C", "C", "C", "C", "N", "H", "H", "H", "H", "H", "H", "C", "N", "C", "C", "C", "N", "C", "O", "N", "H", "H", "H", "H", "H", "H", "H", "C", "O", "C", "C", "C", "C", "C", "C", "N", "C", "C", "C", "C", "C", "C", "C", "O", "H", "H", "H", "H", "H", "H", "H", "H", "H", "H", "H", "H", "H"],
  "xyz": [[-0.392, 0.011, -0.126], [-1.814, -5.644, -1.887], [-1.856, -5.126, -0.452], [-2.440, -3.805, -0.364], [-1.709, -2.704, -0.584], [-2.517, -1.213, -0.877], [-0.409, -2.791, -0.647], [0.244, -1.658, -0.852], [1.427, -1.758, -1.414], [2.005, -3.082, -1.801], [2.064, -0.510, -1.679], [3.292, -0.359, -2.348], [3.780, 0.906, -2.583], [3.036, 2.000, -2.144], [1.838, 1.770, -1.493], [1.348, 0.559, -1.265], [-1.348, -6.625, -1.908], [-2.814, -5.724, -2.307], [-1.233, -4.963, -2.503], [-2.446, -5.794, 0.177], [-0.841, -5.037, -0.063], [-3.440, -3.716, -0.470], [1.190, -3.768, -2.022], [2.651, -2.992, -2.669], [2.570, -3.503, -0.968], [3.832, -1.229, -2.690], [4.718, 1.048, -3.097], [3.374, 3.010, -2.314], [1.245, 2.610, -1.157], [-0.895, 3.934, 0.645], [-0.814, 2.789, 0.223], [-0.172, 1.841, 0.768], [-1.443, 2.419, -1.106], [-2.230, 3.365, -1.773], [-2.673, 3.084, -3.034], [-2.286, 1.867, -3.634], [-2.648, 1.549, -4.959], [-2.281, 0.362, -5.526], [-1.514, -0.547, -4.785], [-1.112, -0.257, -3.507], [-1.502, 0.944, -2.879], [-1.129, 1.230, -1.598], [-2.454, 4.286, -1.257], [-3.288, 3.777, -3.587], [-3.216, 2.275, -5.519], [-2.562, 0.128, -6.542], [-1.231, -1.487, -5.233], [-0.485, -0.952, -2.965], [3.485, -3.073, 2.738], [3.286, -1.682, 2.400], [4.248, -0.766, 2.615], [4.034, 0.546, 2.358], [2.751, 0.909, 1.840], [1.857, -0.014, 1.524], [2.046, -1.308, 1.819], [1.209, -2.173, 1.632], [2.430, 2.186, 1.636], [4.286, -3.163, 3.470], [3.737, -3.652, 1.846], [2.555, -3.478, 3.140], [5.179, -1.138, 3.021], [4.792, 1.284, 2.553], [3.030, 2.918, 1.973], [1.456, 2.359, 1.382], [-2.772, 2.128, 4.447], [-2.172, 0.856, 4.292], [-0.822, 0.762, 4.350], [0.014, 1.865, 4.511], [1.367, 1.715, 4.741], [1.916, 0.447, 4.846], [1.115, -0.654, 4.637], [-0.242, -0.525, 4.330], [-0.960, -1.709, 4.188], [-2.161, -1.966, 3.673], [-2.941, -1.165, 2.834], [-4.352, -1.268, 2.947], [-5.188, -0.382, 2.333], [-4.654, 0.652, 1.545], [-3.312, 0.706, 1.302], [-2.402, -0.239, 1.862], [-1.225, -0.359, 1.395], [-3.844, 1.956, 4.355], [-2.455, 2.828, 3.668], [-2.554, 2.544, 5.436], [-0.406, 2.855, 4.485], [1.984, 2.594, 4.860], [2.958, 0.325, 5.098], [1.531, -1.649, 4.714], [-0.483, -2.504, 4.600], [-2.598, -2.900, 4.014], [-4.754, -2.027, 3.604], [-6.253, -0.444, 2.483], [-5.306, 1.392, 1.104], [-2.904, 1.491, 0.677]]
}


{
  "formula": "C20H56Cl6O24P6",
  "method": "ωB97M-V/def2-TZVPD",
  "e_above_lowest_kj_mol": 82.9,
  "lumo_energy_ev": 0.2,
  "gap_ev": 10.7,
  "homo_energy_ev": -10.48,
  "multiplicity": 1,
  "elements": ["C", "O", "P", "O", "O", "C", "O", "C", "H", "H", "H", "H", "H", "H", "H", "H", "H", "C", "O", "P", "O", "O", "C", "O", "C", "H", "H", "H", "H", "H", "H", "H", "H", "H", "C", "O", "P", "O", "O", "C", "O", "C", "H", "H", "H", "H", "H", "H", "H", "H", "H", "C", "O", "P", "O", "O", "C", "O", "C", "H", "H", "H", "H", "H", "H", "H", "H", "H", "C", "O", "P", "O", "O", "C", "O", "C", "H", "H", "H", "H", "H", "H", "H", "H", "H", "C", "O", "P", "O", "O", "C", "O", "C", "H", "H", "H", "H", "H", "H", "H", "H", "H", "Cl", "C", "Cl", "Cl", "H", "Cl", "C", "Cl", "Cl", "H"],
  "xyz": [[-6.928, 1.294, 2.730], [-6.186, 0.947, 1.554], [-5.006, 1.835, 0.988], [-4.478, 1.356, -0.293], [-5.576, 3.319, 0.941], [-6.528, 3.658, -0.090], [-3.952, 2.002, 2.173], [-3.030, 0.962, 2.398], [-7.955, 1.480, 2.413], [-6.538, 2.195, 3.197], [-6.946, 0.435, 3.395], [-6.092, 4.390, -0.756], [-7.438, 3.984, 0.415], [-6.832, 2.743, -0.606], [-3.391, -0.067, 2.277], [-2.683, 0.984, 3.432], [-2.131, 0.997, 1.779], [0.701, -3.522, -1.146], [0.080, -4.256, -2.216], [-1.508, -4.439, -2.239], [-2.026, -5.566, -1.465], [-1.875, -4.468, -3.788], [-1.497, -3.357, -4.631], [-1.994, -2.998, -1.733], [-3.376, -2.636, -1.568], [1.296, -4.189, -0.530], [-0.061, -3.073, -0.509], [1.262, -2.704, -1.586], [-2.444, -2.908, -4.933], [-1.012, -3.772, -5.510], [-0.881, -2.629, -4.112], [-3.512, -2.353, -0.527], [-4.028, -3.465, -1.843], [-3.574, -1.789, -2.223], [-2.630, 4.216, -1.093], [-2.685, 4.783, -2.419], [-1.486, 5.727, -2.906], [-1.856, 6.694, -3.930], [-0.383, 4.637, -3.392], [-0.954, 3.652, -4.281], [-0.855, 6.294, -1.562], [-0.559, 7.691, -1.453], [-3.345, 3.400, -1.085], [-2.744, 4.973, -0.322], [-1.640, 3.774, -0.934], [-1.352, 2.756, -3.798], [-0.081, 3.223, -4.784], [-1.640, 4.146, -4.963], [0.504, 7.827, -1.670], [-0.725, 8.075, -0.450], [-1.125, 8.259, -2.189], [5.307, 3.237, -2.689], [5.992, 2.095, -3.178], [5.223, 0.849, -3.776], [6.080, -0.296, -4.082], [4.452, 1.438, -5.030], [3.942, 0.640, -6.095], [4.033, 0.624, -2.701], [3.655, -0.765, -2.514], [5.062, 3.940, -3.486], [5.939, 3.719, -1.947], [4.362, 3.008, -2.190], [4.617, -0.178, -6.340], [3.780, 1.302, -6.940], [2.972, 0.237, -5.791], [4.233, -1.133, -1.672], [3.732, -1.400, -3.394], [2.600, -0.747, -2.236], [2.557, -3.930, 2.992], [3.115, -2.600, 2.917], [3.751, -2.123, 1.549], [2.909, -2.107, 0.343], [4.252, -0.685, 2.009], [4.803, 0.188, 1.009], [5.098, -2.984, 1.376], [5.949, -3.139, 2.519], [1.853, -3.970, 3.817], [3.365, -4.619, 3.236], [2.023, -4.167, 2.075], [5.455, 0.879, 1.535], [4.042, 0.722, 0.443], [5.410, -0.399, 0.315], [6.965, -2.819, 2.295], [5.870, -4.172, 2.848], [5.657, -2.484, 3.345], [-0.427, -1.942, 2.863], [-0.506, -3.331, 3.204], [-1.772, -3.894, 3.985], [-1.632, -5.311, 4.334], [-2.030, -2.870, 5.179], [-0.952, -2.693, 6.089], [-3.009, -3.575, 3.027], [-3.142, -4.407, 1.869], [-1.209, -1.323, 3.300], [-0.452, -1.802, 1.783], [0.571, -1.637, 3.181], [0.034, -2.983, 5.725], [-1.175, -3.161, 7.048], [-0.855, -1.627, 6.325], [-3.429, -5.412, 2.184], [-2.221, -4.515, 1.293], [-3.925, -3.996, 1.239], [0.856, 1.630, 1.397], [0.800, 0.965, -0.242], [0.756, 2.278, -1.414], [-0.491, -0.181, -0.411], [1.731, 0.450, -0.457], [0.893, 1.375, 4.842], [2.663, 1.333, 4.646], [3.305, -0.087, 5.446], [3.415, 2.808, 5.265], [2.842, 1.229, 3.583]]
}


{
  "formula": "C12H17NO",
  "method": "ωB97M-V/def2-TZVPD",
  "total_charge": -1,
  "e_above_lowest_kj_mol": 211.0,
  "lumo_energy_ev": [3.0, 3.0],
  "gap_ev": [2.2, 5.9],
  "homo_energy_ev": [0.80, -2.96],
  "multiplicity": 2,
  "elements": ["C", "C", "C", "C", "C", "C", "C", "C", "C", "C", "N", "H", "H", "H", "H", "H", "H", "H", "H", "H", "H", "H", "C", "C", "O", "H", "H", "H", "H", "H", "H"],
  "xyz": [[1.098, 1.826, -0.930], [1.554, 3.251, -0.487], [-0.370, 1.663, -1.084], [-1.204, 1.658, -2.213], [-1.280, 1.242, -0.056], [-2.652, 1.051, -0.645], [-0.925, 0.977, 1.280], [-3.633, 0.737, 0.251], [-1.955, 0.385, 2.057], [-3.247, 0.400, 1.559], [-2.560, 1.355, -2.007], [1.699, 1.536, -1.866], [1.664, 1.062, -0.381], [1.489, 3.904, -1.403], [-1.008, 1.888, -3.326], [-3.274, 1.455, -2.654], [0.132, 1.018, 1.652], [-4.635, 0.256, -0.034], [-1.632, -0.043, 2.960], [-3.945, -0.230, 2.137], [2.616, 3.349, -0.260], [1.018, 3.649, 0.415], [1.757, -3.302, 0.475], [3.230, -3.480, 0.335], [1.311, -4.235, 1.542], [1.295, -2.333, 0.951], [1.202, -3.475, -0.410], [3.670, -3.504, -0.615], [1.126, -5.158, 1.057], [3.605, -4.222, 0.963], [3.855, -2.679, 0.739]]
}


In a.u., the calculated total energy values for the records above are, in order, -3720.7192; -7411.2245; -597.3099.